[1]
{
  "formula": "C3H6N2O",
  "method": "ωB97M-V/def2-TZVPD",
  "charge": 0,
  "gap_ev": 10.632,
  "de_lowest_ev": 2.920,
  "e_homo_ev": -9.59,
  "smiles": "NC(=O)N1CC1",
  "symbols": ["N", "C", "O", "N", "C", "C", "H", "H", "H", "H", "H", "H"],
  "xyz": [[-1.984, -0.099, -0.294], [-0.854, 0.454, 0.250], [-0.741, 1.621, 0.563], [0.170, -0.501, 0.355], [1.515, -0.093, 0.637], [1.266, -0.290, -0.800], [-2.103, -1.102, -0.298], [-2.816, 0.468, -0.259], [1.558, 0.941, 0.970], [2.113, -0.802, 1.197], [1.152, 0.641, -1.366], [0.724, -1.238, -0.954]],
  "lowdin_charge": [0.16, -0.62, 0.06, -0.07, -0.17, -0.01, 0.10, 0.10, 0.11, 0.11, 0.11, 0.11]
}

***

[2]
{
  "formula": "C2H4IN3O",
  "method": "ωB97M-V/def2-TZVPD",
  "charge": 0,
  "gap_ev": [6.547, 6.809],
  "spin_multiplicity": 3,
  "e_homo_ev": [-7.48, -10.08],
  "symbols": ["C", "C", "N", "N", "N", "O", "I", "H", "H", "H", "H"],
  "xyz": [[-0.833, -1.791, -0.140], [-1.173, 0.948, -0.642], [-0.601, -2.910, -0.018], [1.646, 0.121, 1.035], [0.403, 0.125, 0.689], [0.151, 0.927, -0.338], [3.196, 0.873, -0.152], [-1.382, -0.304, -0.734], [-1.447, 1.523, -1.551], [-1.643, 1.293, 0.281], [1.682, -0.807, 1.570]],
  "lowdin_charge": [-0.16, -0.09, 0.01, -0.46, -0.18, -0.26, 0.74, 0.07, 0.12, 0.10, 0.11]
}

***

[3]
{
  "formula": "C3H5N2O3",
  "method": "ωB97M-V/def2-TZVPD",
  "charge": -1,
  "gap_ev": 8.987,
  "de_lowest_ev": 0.566,
  "e_homo_ev": -4.87,
  "smiles": "NCC(=O)NC(=O)[O-]",
  "symbols": ["N", "C", "C", "O", "N", "C", "O", "O", "H", "H", "H", "H", "H"],
  "xyz": [[-1.617, -0.935, 0.792], [-1.145, 0.416, 0.363], [0.320, 0.660, 0.655], [0.527, 0.937, 1.826], [1.299, 0.477, -0.227], [1.289, -0.156, -1.562], [0.400, -0.926, -1.709], [2.296, 0.041, -2.229], [-1.134, -1.245, 1.607], [-1.360, -1.588, 0.003], [-1.654, 1.238, 0.998], [-1.420, 0.401, -0.647], [2.200, 0.681, 0.130]],
  "lowdin_charge": [-0.01, -0.21, -0.53, -0.01, 0.17, -0.82, 0.01, -0.04, 0.04, 0.08, 0.13, 0.07, 0.12]
}

***

[4]
{
  "formula": "H2N4O2",
  "method": "ωB97M-V/def2-TZVPD",
  "charge": 0,
  "gap_ev": 10.397,
  "de_lowest_ev": 1.800,
  "e_homo_ev": -9.82,
  "smiles": "N#[N+][O-].NN=O",
  "symbols": ["N", "N", "O", "N", "N", "O", "H", "H"],
  "xyz": [[-0.737, 1.919, 0.026], [-0.774, 1.426, 1.031], [-0.751, 0.818, 2.010], [0.351, -0.815, -1.150], [0.019, -0.947, 0.150], [0.979, -0.939, 0.929], [1.310, -0.511, -1.197], [-0.398, -0.951, -1.799]],
  "lowdin_charge": [0.22, -0.34, 0.09, 0.08, -0.17, -0.08, 0.10, 0.10]
}

***

[5]
{
  "formula": "C10H20Cl10F6Mg2N3O12S6",
  "method": "ωB97M-V/def2-TZVPD",
  "charge": 1,
  "gap_ev": 4.695,
  "de_lowest_ev": 0.455,
  "e_homo_ev": -12.00,
  "symbols": ["Mg", "Mg", "N", "S", "O", "O", "F", "S", "O", "O", "F", "N", "S", "O", "O", "F", "S", "O", "O", "F", "N", "S", "O", "O", "F", "S", "O", "O", "F", "Cl", "C", "C", "Cl", "H", "H", "H", "H", "Cl", "C", "C", "Cl", "H", "H", "H", "H", "Cl", "C", "C", "Cl", "H", "H", "H", "H", "Cl", "C", "C", "Cl", "H", "H", "H", "H", "Cl", "C", "C", "Cl", "H", "H", "H", "H"],
  "xyz": [[2.036, -3.254, -1.621], [1.853, 1.542, -0.219], [1.903, 3.388, -0.080], [0.675, 4.207, 0.803], [-0.340, 4.780, -0.036], [1.080, 4.874, 1.993], [0.041, 2.821, 1.327], [2.839, 4.672, -0.192], [3.667, 4.979, 0.930], [2.257, 5.788, -0.901], [3.879, 4.144, -1.274], [0.537, 0.275, 0.182], [0.468, -1.334, 0.601], [0.830, -2.281, -0.434], [-0.446, -1.681, 1.633], [1.832, -1.229, 1.392], [-0.949, 0.354, -0.400], [-1.985, 0.589, 0.537], [-1.206, -0.432, -1.576], [-0.692, 1.792, -1.053], [3.097, 0.680, -1.326], [4.192, -0.580, -1.426], [5.573, -0.445, -1.695], [3.525, -1.832, -1.787], [4.215, -0.742, 0.168], [3.316, 1.227, -2.780], [2.987, 0.337, -3.861], [4.418, 2.130, -2.903], [2.048, 2.198, -2.791], [8.056, -2.662, 4.903], [6.884, -1.858, 3.878], [5.484, -2.450, 4.000], [4.359, -1.685, 2.860], [7.145, -1.740, 2.826], [6.825, -0.812, 4.191], [5.078, -2.389, 5.011], [5.570, -3.539, 3.929], [-1.696, -4.018, -4.055], [-1.100, -2.904, -5.318], [-0.565, -1.605, -4.734], [0.719, -2.007, -3.526], [-2.008, -2.729, -5.893], [-0.401, -3.467, -5.930], [-1.395, -1.105, -4.239], [-0.080, -0.941, -5.442], [-4.878, -0.109, -0.974], [-4.364, -0.564, -2.629], [-4.769, 0.427, -3.699], [-3.912, 0.119, -5.254], [-4.832, -1.507, -2.917], [-3.315, -0.817, -2.521], [-4.756, 1.473, -3.401], [-5.819, 0.263, -3.941], [-1.418, 1.708, 4.468], [-2.926, 1.759, 3.487], [-3.763, 2.994, 3.725], [-3.117, 4.460, 2.974], [-3.568, 0.944, 3.824], [-2.739, 1.605, 2.427], [-3.835, 3.093, 4.810], [-4.782, 2.737, 3.432], [-5.328, -1.044, 3.351], [-4.357, -1.944, 2.182], [-3.583, -3.118, 2.729], [-2.663, -2.683, 4.204], [-3.661, -1.224, 1.740], [-4.966, -2.198, 1.315], [-2.883, -3.526, 2.005], [-4.292, -3.903, 2.992]],
  "lowdin_charge": [1.12, 0.66, -0.35, 0.58, -0.21, -0.19, -0.21, 0.50, -0.22, -0.22, -0.17, -0.30, 0.62, -0.36, -0.15, -0.18, 0.49, -0.21, -0.26, -0.15, -0.31, 0.66, -0.12, -0.35, -0.22, 0.48, -0.24, -0.19, -0.15, 0.60, -0.71, -0.66, 0.61, 0.07, 0.07, 0.08, 0.07, 0.56, -0.62, -0.50, 0.64, 0.07, 0.08, 0.04, 0.10, 0.62, -0.65, -0.62, 0.56, 0.08, 0.02, 0.08, 0.07, 0.54, -0.67, -0.68, 0.58, 0.02, 0.04, 0.07, 0.08, 0.59, -0.69, -0.63, 0.55, 0.03, 0.06, 0.06, 0.07]
}

***

[6]
{
  "formula": "C6H11O",
  "method": "ωB97M-V/def2-TZVPD",
  "charge": -1,
  "gap_ev": 4.846,
  "de_lowest_ev": 4.631,
  "e_homo_ev": -2.01,
  "symbols": ["C", "O", "C", "C", "C", "C", "C", "H", "H", "H", "H", "H", "H", "H", "H", "H", "H", "H"],
  "xyz": [[-3.635, 0.104, 0.282], [-4.428, -0.306, -0.713], [-2.118, -0.144, 0.053], [1.146, -0.904, -0.182], [1.872, 0.190, 0.123], [1.988, 1.415, 0.551], [3.080, -0.705, -0.415], [-3.908, -0.345, 1.271], [-3.685, 1.230, 0.461], [-1.538, 0.308, 0.864], [-1.833, 0.203, -0.943], [0.753, -1.067, -1.181], [-1.960, -1.233, 0.016], [2.905, 1.979, 0.603], [1.089, 1.912, 0.890], [3.450, -1.425, 0.306], [3.872, 0.016, -0.622], [2.949, -1.228, -1.364]],
  "lowdin_charge": [-0.65, -0.39, -0.17, 0.10, -0.48, 0.00, -0.09, 0.06, 0.06, 0.04, 0.05, 0.05, 0.05, 0.04, 0.05, 0.08, 0.09, 0.08]
}